Record 1
Molecular formula: C90H198N10O14
Method: DFT, the ωB97M-V functional and the def2-TZVPD basis

The geometry in XYZ format:
```
312
C90H198N10O14 (the ωB97M-V functional and the def2-TZVPD basis)
C 17.13 12.04 15.72
C 15.93 11.54 14.88
C 15.05 12.83 14.51
C 15.66 13.62 13.41
C 15.95 12.83 12.18
C 16.85 11.59 12.53
N 16.30 10.83 13.68
O 17.30 9.82 14.03
C 16.84 10.70 11.29
C 18.32 12.08 12.81
C 15.02 10.69 15.68
H 16.85 12.40 16.69
H 17.72 12.86 15.28
H 17.88 11.21 15.90
H 14.07 12.36 14.23
H 14.82 13.43 15.41
H 16.60 14.07 13.78
H 15.10 14.54 13.15
H 16.57 13.34 11.46
H 15.04 12.40 11.66
H 15.79 10.58 11.01
H 17.40 11.15 10.47
H 17.18 9.70 11.56
H 18.78 12.18 11.83
H 18.43 13.03 13.30
H 18.82 11.33 13.40
H 14.16 10.45 15.08
H 14.66 11.16 16.61
H 15.47 9.74 15.95
H 16.97 8.95 13.79
C 13.33 17.00 16.31
C 12.75 16.42 17.60
C 13.31 17.18 18.79
C 12.73 18.54 18.96
C 11.19 18.44 19.10
C 10.62 17.73 17.89
N 11.31 16.45 17.71
O 10.73 15.71 16.65
C 9.23 17.45 18.11
C 10.71 18.71 16.68
C 13.19 14.96 17.62
H 13.12 16.33 15.41
H 14.41 17.00 16.44
H 13.09 18.05 16.05
H 13.17 16.58 19.69
H 14.39 17.21 18.53
H 12.89 19.26 18.16
H 13.18 18.98 19.85
H 10.74 19.44 19.10
H 10.86 17.90 19.92
H 8.57 18.36 18.00
H 8.89 16.66 17.40
H 9.12 17.05 19.15
H 10.40 18.29 15.71
H 9.96 19.53 16.71
H 11.68 19.25 16.51
H 14.25 14.93 17.89
H 12.95 14.46 16.67
H 12.56 14.45 18.33
H 10.86 16.21 15.82
C 16.78 19.45 22.30
C 16.19 20.81 22.54
C 15.51 21.02 23.90
C 16.44 20.96 25.13
C 17.50 22.09 25.02
C 18.27 22.06 23.60
N 17.25 21.87 22.56
O 17.87 21.90 21.25
C 19.03 23.39 23.39
C 19.36 20.92 23.76
C 15.12 21.04 21.44
H 17.86 19.64 22.27
H 16.43 18.91 21.42
H 16.74 18.75 23.16
H 15.15 22.04 23.90
H 14.69 20.28 24.00
H 16.98 20.00 25.17
H 15.91 21.05 26.12
H 18.26 22.09 25.75
H 16.94 23.06 25.17
H 19.80 23.32 22.62
H 18.43 24.25 23.21
H 19.57 23.56 24.31
H 18.99 20.07 24.37
H 19.91 20.60 22.84
H 20.06 21.37 24.48
H 14.91 22.05 21.32
H 14.25 20.42 21.80
H 15.37 20.63 20.48
H 18.67 21.29 21.26
C 22.22 14.58 21.03
C 21.48 14.36 22.32
C 22.45 14.40 23.47
C 21.82 14.27 24.76
C 20.90 15.48 24.93
C 19.89 15.68 23.75
N 20.59 15.54 22.52
O 19.61 15.55 21.53
C 18.75 14.57 23.91
C 19.31 17.02 23.76
C 20.78 13.01 22.27
H 23.08 13.88 20.92
H 22.68 15.57 21.08
H 21.65 14.44 20.08
H 23.19 13.69 23.18
H 23.02 15.34 23.44
H 22.44 14.38 25.63
H 21.16 13.34 24.89
H 21.57 16.30 24.75
H 20.42 15.50 25.91
H 19.20 13.64 24.18
H 18.05 14.83 24.68
H 18.10 14.50 23.03
H 18.77 17.28 24.64
H 20.06 17.81 23.60
H 18.64 17.05 22.88
H 19.94 13.20 21.62
H 20.33 12.52 23.13
H 21.42 12.34 21.68
H 19.70 16.34 20.97
C 14.33 16.42 9.98
C 13.31 17.04 10.95
C 12.81 18.37 10.30
C 11.64 19.06 11.08
C 10.48 18.00 11.07
C 10.90 16.67 11.81
N 12.18 16.20 11.15
O 12.76 15.07 11.87
C 10.95 16.90 13.29
C 9.87 15.61 11.52
C 14.05 17.43 12.24
H 14.03 16.23 8.97
H 14.68 15.55 10.49
H 15.17 17.09 9.95
H 13.72 18.95 10.18
H 12.43 18.16 9.30
H 11.28 19.91 10.57
H 11.97 19.42 12.05
H 10.24 17.71 10.01
H 9.55 18.46 11.44
H 11.37 16.07 13.81
H 11.37 17.84 13.51
H 9.95 17.07 13.62
H 8.96 15.63 12.16
H 9.67 15.48 10.43
H 10.25 14.63 11.82
H 13.44 17.75 13.07
H 14.77 18.22 12.03
H 14.70 16.66 12.55
H 12.53 14.25 11.43
C 24.70 20.84 15.03
C 23.42 20.18 15.49
C 23.09 18.90 14.68
C 23.98 17.77 14.95
C 23.95 17.40 16.40
C 24.35 18.60 17.30
N 23.48 19.69 16.92
O 23.91 20.75 17.76
C 23.96 18.16 18.78
C 25.89 18.75 17.32
C 22.37 21.26 15.37
H 25.04 21.63 15.76
H 24.57 21.34 14.08
H 25.48 20.09 14.92
H 22.08 18.59 14.90
H 23.09 19.15 13.62
H 25.02 18.12 14.69
H 23.86 16.92 14.27
H 24.60 16.58 16.72
H 22.93 17.00 16.62
H 24.49 18.73 19.52
H 22.88 18.04 18.87
H 24.45 17.14 18.91
H 26.33 18.82 16.34
H 26.24 19.58 17.97
H 26.32 17.81 17.72
H 22.61 22.02 16.14
H 21.28 20.93 15.62
H 22.27 21.70 14.33
H 23.18 20.84 18.37
C 23.66 8.81 19.23
C 22.93 10.10 19.66
C 22.83 11.23 18.60
C 21.76 11.09 17.50
C 20.36 11.06 18.24
C 20.37 9.77 19.08
N 21.53 9.88 20.06
O 21.46 8.71 20.90
C 19.13 9.87 19.97
C 20.32 8.45 18.38
C 23.67 10.68 20.88
H 23.24 7.92 19.74
H 24.76 8.90 19.39
H 23.53 8.70 18.13
H 22.64 12.14 19.15
H 23.83 11.41 18.15
H 21.86 10.14 16.96
H 21.76 11.92 16.77
H 19.55 10.99 17.51
H 20.24 11.98 18.82
H 18.24 9.92 19.36
H 19.05 8.98 20.66
H 19.15 10.77 20.59
H 19.45 8.38 17.67
H 21.18 8.22 17.70
H 20.36 7.59 19.05
H 23.09 11.48 21.47
H 24.58 11.12 20.49
H 23.93 9.86 21.57
H 21.54 9.11 21.75
C 19.59 19.63 11.34
C 18.68 18.43 11.47
C 18.43 17.77 10.14
C 19.65 17.08 9.47
C 20.11 16.04 10.47
C 20.37 16.61 11.90
N 19.19 17.38 12.34
O 19.54 17.95 13.63
C 20.48 15.41 12.82
C 21.72 17.32 11.91
C 17.34 18.89 12.05
H 20.12 19.81 12.25
H 18.95 20.53 11.14
H 20.25 19.52 10.46
H 17.71 16.96 10.34
H 18.02 18.56 9.44
H 20.47 17.77 9.31
H 19.40 16.60 8.48
H 21.05 15.53 10.22
H 19.39 15.26 10.49
H 19.62 14.77 12.70
H 21.35 14.80 12.49
H 20.54 15.73 13.87
H 21.76 17.98 11.04
H 21.96 17.74 12.90
H 22.42 16.57 11.64
H 16.76 19.46 11.29
H 17.49 19.45 12.97
H 16.78 18.01 12.31
H 18.95 17.40 14.20
C 14.80 22.85 12.91
C 13.76 22.09 13.70
C 14.18 20.65 13.65
C 15.37 20.33 14.61
C 14.95 20.85 15.97
C 14.74 22.35 16.06
N 13.64 22.52 15.12
O 13.35 24.00 15.00
C 14.25 22.70 17.46
C 16.09 23.12 15.86
C 12.35 22.28 13.09
H 15.83 22.49 13.00
H 14.90 23.93 13.15
H 14.49 22.77 11.88
H 13.37 20.08 14.06
H 14.42 20.36 12.62
H 16.26 20.89 14.25
H 15.64 19.31 14.75
H 15.74 20.58 16.74
H 14.03 20.25 16.21
H 15.02 22.37 18.18
H 14.01 23.74 17.69
H 13.34 22.06 17.68
H 16.69 22.78 15.08
H 15.88 24.14 15.70
H 16.71 23.05 16.76
H 12.05 23.32 12.82
H 11.54 21.94 13.72
H 12.26 21.88 12.09
H 12.43 23.96 15.36
C 17.49 15.27 19.23
C 18.20 15.86 18.00
C 17.07 15.93 16.94
C 17.31 16.83 15.76
C 17.70 18.26 16.18
C 18.88 18.29 17.15
N 18.65 17.24 18.27
O 19.64 17.25 19.28
C 20.21 18.06 16.39
C 18.97 19.63 17.85
C 19.33 14.95 17.46
H 18.20 14.67 19.81
H 16.85 14.50 18.86
H 17.03 16.04 19.82
H 16.89 14.91 16.57
H 16.10 16.20 17.35
H 16.68 16.75 14.90
H 18.17 16.38 15.29
H 16.88 18.59 16.79
H 17.78 18.98 15.33
H 21.05 17.87 17.13
H 20.30 17.20 15.70
H 20.42 18.98 15.84
H 18.11 19.78 18.55
H 19.92 19.78 18.42
H 18.80 20.44 17.13
H 19.38 14.87 16.35
H 19.30 13.91 17.77
H 20.29 15.33 17.89
H 20.56 17.24 18.93
O 21.83 21.97 19.43
H 22.29 22.56 20.06
H 21.07 22.41 18.98
O 19.25 22.99 18.43
H 18.56 22.83 17.78
H 18.90 23.73 18.96
O 17.12 24.39 20.45
H 17.41 23.51 20.75
H 16.94 24.90 21.26
O 20.61 20.26 20.95
H 20.49 19.35 20.65
H 21.20 20.66 20.25
```

Results
- Max |F|: 0.079 hartree/bohr
- Orbital gap: 8.7 eV
- DFT total energy: -140093.9901 eV
- Charge: 0
- Relative energy (zero: lowest compared OMol25 entry of this formula, charge and spin): 1.464 eV

Record 2
Molecular formula: C13H16N3O4ReSbSe4
Method: DFT, the ωB97M-V functional and the def2-TZVPD basis

The geometry in XYZ format:
```
42
C13H16N3O4ReSbSe4 (the ωB97M-V functional and the def2-TZVPD basis)
Re -2.71 0.37 -0.70
O -4.39 -2.01 6.93
C -3.66 -1.40 6.33
O -2.83 -0.73 5.75
C -2.77 -0.45 4.29
C -2.45 0.84 3.96
C -2.36 1.10 2.60
N -2.58 0.16 1.68
C -2.88 -1.08 2.07
C -2.99 -1.47 3.40
C -3.12 -2.06 0.95
O -3.21 -3.23 1.13
O -3.20 -1.43 -0.22
H -2.27 1.61 4.70
H -2.12 2.09 2.25
H -3.23 -2.50 3.64
Se -2.20 4.22 -3.92
Sb -3.67 2.47 -3.81
Se -1.94 0.28 -2.80
Se -3.49 2.40 -0.35
Se -5.66 1.44 -4.20
C 3.42 -0.47 -3.06
C 1.91 -0.48 -2.71
N 1.69 -0.05 -1.33
C 2.19 1.31 -1.15
C 3.71 1.38 -1.45
N 4.15 -0.01 -1.83
C 3.91 -0.96 -0.70
C 2.38 -0.96 -0.42
H 3.67 0.23 -3.86
H 3.81 -1.45 -3.32
H 1.51 -1.48 -2.84
H 1.37 0.19 -3.38
H 1.99 1.63 -0.13
H 1.65 1.97 -1.83
H 4.30 1.67 -0.58
H 3.96 2.03 -2.28
H 5.15 0.01 -2.03
H 4.50 -0.61 0.15
H 4.28 -1.94 -1.00
H 2.19 -0.65 0.61
H 1.98 -1.96 -0.55
```

Results
- Max |F|: 0.013 hartree/bohr
- Orbital gap (spin up / spin down): 6.4 / 6.4 eV
- DFT total energy: -296424.3111 eV
- Charge: +3
- Relative energy (zero: lowest compared OMol25 entry of this formula, charge and spin): 0.000 eV

Record 3
Molecular formula: C39H41F6N5O4S
Method: DFT, the ωB97M-V functional and the def2-TZVPD basis

The geometry in XYZ format:
```
96
C39H41F6N5O4S (the ωB97M-V functional and the def2-TZVPD basis)
C -3.39 -1.60 2.63
C -3.27 -0.09 2.42
C -3.64 0.67 3.69
C -4.08 0.38 1.21
C -5.45 0.62 1.36
C -6.25 0.81 0.24
C -5.71 0.69 -1.04
C -4.35 0.47 -1.22
C -3.85 0.34 -2.66
C -3.87 1.70 -3.36
C -4.61 -0.70 -3.48
C -3.51 0.41 -0.08
N -2.10 0.14 -0.27
N -1.78 -0.98 -0.98
N -0.43 -1.08 -0.93
C 0.28 -2.13 -1.63
C 1.17 -1.81 -2.69
C 1.21 -0.41 -3.30
C -0.08 -0.06 -4.04
C 2.43 -0.19 -4.20
C 1.94 -2.84 -3.24
C 1.76 -4.17 -2.85
C 0.80 -4.47 -1.90
C 0.06 -3.46 -1.27
C -0.93 -3.90 -0.19
C -0.18 -4.57 0.97
C -2.00 -4.85 -0.74
C 0.10 -0.05 -0.19
C 1.53 0.11 -0.01
C 2.35 -0.96 0.38
C 3.72 -0.78 0.48
C 4.56 -1.94 0.94
F 5.81 -1.94 0.38
F 4.73 -1.95 2.30
F 3.98 -3.14 0.62
C 4.33 0.43 0.15
C 3.52 1.47 -0.28
C 4.16 2.75 -0.76
F 3.25 3.72 -1.06
F 5.00 3.27 0.20
F 4.93 2.55 -1.88
C 2.14 1.37 -0.27
C -0.93 0.76 0.25
C -0.71 1.86 1.08
H -3.11 -2.16 1.73
H -2.74 -1.92 3.45
H -4.43 -1.88 2.89
H -2.23 0.14 2.21
H -3.59 1.75 3.52
H -4.65 0.41 4.03
H -2.94 0.41 4.49
H -5.89 0.63 2.35
H -7.32 1.01 0.35
H -6.34 0.76 -1.93
H -2.81 -0.01 -2.60
H -3.35 2.45 -2.76
H -3.38 1.64 -4.34
H -4.91 2.03 -3.50
H -4.55 -1.68 -3.00
H -5.67 -0.43 -3.59
H -4.17 -0.78 -4.47
H 1.31 0.29 -2.45
H -0.96 -0.27 -3.42
H -0.08 1.01 -4.29
H -0.17 -0.64 -4.96
H 3.36 -0.49 -3.70
H 2.33 -0.75 -5.14
H 2.52 0.88 -4.45
H 2.67 -2.61 -4.02
H 2.37 -4.95 -3.29
H 0.61 -5.51 -1.61
H -1.43 -3.00 0.15
H 0.65 -3.94 1.32
H -0.86 -4.73 1.82
H 0.23 -5.53 0.66
H -2.55 -4.38 -1.56
H -1.55 -5.78 -1.12
H -2.71 -5.11 0.05
H 1.91 -1.92 0.62
H 5.40 0.55 0.23
H 1.50 2.23 -0.49
H 0.34 2.05 1.29
H -1.51 2.44 1.52
O 5.71 7.51 5.38
N 5.33 7.08 4.27
O 5.54 7.68 3.19
C 4.61 5.85 4.19
C 4.38 5.02 5.26
C 3.73 3.86 4.77
N 3.89 2.64 5.50
O 3.71 1.58 4.89
O 4.22 2.70 6.71
C 3.37 3.89 3.38
S 4.02 5.26 2.63
H 4.75 5.17 6.26
H 2.81 3.13 2.83
```

Results
- Max |F|: 0.059 hartree/bohr
- Orbital gap: 5.2 eV
- DFT total energy: -83882.0786 eV
- Charge: 0
- Relative energy (zero: lowest compared OMol25 entry of this formula, charge and spin): 1.005 eV

Record 4
Molecular formula: C5H9N3O
Method: DFT, the ωB97M-V functional and the def2-TZVPD basis

The geometry in XYZ format:
```
18
C5H9N3O (the ωB97M-V functional and the def2-TZVPD basis)
C -1.47 -1.23 -0.32
C -0.24 -0.49 0.02
C -0.36 0.54 -2.20
C 0.54 -0.33 2.62
C 1.52 0.12 1.68
H -2.56 -0.55 -0.44
H -1.57 -1.84 -1.22
H -1.67 -1.79 0.64
H 0.96 2.07 -1.60
H 0.30 2.07 -3.25
H 0.80 -1.25 3.05
H -0.11 0.51 3.09
H 2.68 -0.01 1.65
H 1.13 1.18 1.29
N 0.27 0.17 -0.87
N 0.16 1.90 -2.31
N 0.52 -0.83 1.21
O -0.90 -0.22 -3.03
```

Results
- Max |F|: 0.119 hartree/bohr
- Orbital gap: 10.2 eV
- DFT total energy: -11844.8875 eV
- Charge: 0
- SMILES string: C/C(=N\C(N)=O)N1CC1
- Relative energy (zero: lowest compared OMol25 entry of this formula, charge and spin): 4.521 eV